Entry 1:
{"formula": "C4H5AlO4", "method": "wB97M-V/def2-TZVPD", "charge": 3, "homo_energy_ev": [-23.016, -23.055], "homo_lumo_gap_ha": [0.271, 0.262], "spin_multiplicity": 2, "symbols": ["C", "O", "H", "H", "C", "C", "H", "H", "H", "O", "C", "O", "O", "Al"], "positions_angstrom": [[0.9570, 2.0451, 0.7401], [0.8984, 3.3739, 0.8359], [1.9279, 1.5708, 0.5820], [1.7130, 3.7869, 0.5287], [-0.1986, 1.2904, 0.9474], [-0.1230, -0.0077, 0.4384], [-1.1618, 1.8043, 0.8971], [0.5547, 0.2793, 2.9266], [0.0370, -0.3092, -0.5966], [-0.3725, -1.0892, 1.2787], [0.4808, -1.5051, 2.1921], [0.8015, -0.7289, 3.1626], [1.0369, -2.5894, 1.9781], [2.1992, -3.2890, 2.3734]], "forces_ev_per_a": [[-0.12, 3.77, -0.72], [-0.58, -3.60, -0.16], [0.00, 0.26, -0.25], [0.77, 0.59, 0.12], [1.06, -0.40, -1.11], [-0.32, 0.24, 1.39], [-0.65, -0.09, 1.46], [-0.01, -1.98, 0.88], [0.67, -0.29, -0.04], [-0.55, -0.77, -1.10], [-2.28, 5.28, 0.00], [-0.23, 0.67, -1.54], [-12.88, 6.65, -3.80], [15.12, -10.31, 4.88]]}

***

Entry 2:
{"formula": "C4H7ClFN", "method": "wB97M-V/def2-TZVPD", "homo_energy_ev": -9.390, "homo_lumo_gap_ha": 0.376, "spin_multiplicity": 1, "symbols": ["N", "C", "C", "C", "Cl", "C", "F", "H", "H", "H", "H", "H", "H", "H"], "positions_angstrom": [[-1.6001, 1.7972, 0.2990], [-0.3911, 1.1700, -0.2793], [-0.1114, -0.3072, 0.0887], [1.0992, -0.8563, 0.1913], [2.4956, 0.0941, -0.0699], [-1.2917, -1.1952, 0.2671], [-2.4195, -0.8432, -0.4546], [-2.3265, 1.2389, -0.0306], [-1.5968, 1.6985, 1.2757], [-0.4621, 1.2123, -1.3916], [0.5227, 1.7511, -0.0459], [1.3049, -1.8869, 0.2952], [-1.6671, -1.2099, 1.3895], [-1.0542, -2.2635, 0.0881]], "forces_ev_per_a": [[2.10, 0.29, -1.31], [0.78, -0.02, -0.12], [-0.28, 0.49, -0.49], [-0.93, 1.30, -0.61], [0.82, 0.20, 0.08], [-0.96, -1.37, 3.21], [0.27, 0.04, -0.57], [-1.85, -0.72, -0.54], [0.12, 0.00, 1.58], [-0.13, -0.02, 0.70], [-0.67, -0.18, 0.04], [0.02, -0.90, 0.27], [0.81, 0.32, -1.94], [-0.09, 0.60, -0.29]]}

***

Entry 3:
{"formula": "C21H27AuBBr2N5OP", "method": "wB97M-V/def2-TZVPD", "charge": 1, "homo_energy_ev": -10.737, "homo_lumo_gap_ha": 0.240, "spin_multiplicity": 1, "symbols": ["Au", "Br", "C", "C", "C", "Br", "C", "C", "C", "C", "N", "C", "C", "O", "H", "H", "H", "H", "B", "N", "C", "C", "C", "N", "N", "C", "C", "C", "N", "H", "H", "H", "H", "H", "H", "H", "H", "C", "C", "P", "C", "C", "C", "C", "H", "H", "H", "H", "H", "H", "H", "H", "H", "H", "H", "H", "H", "H", "H"], "positions_angstrom": [[0.1232, 0.1243, -0.1449], [-4.1128, 2.9712, -0.2715], [-4.0521, 1.1071, -0.0233], [-5.2623, 0.3997, 0.1430], [-5.2736, -0.9549, 0.2901], [-6.9167, -1.8522, 0.5129], [-4.0555, -1.6842, 0.2678], [-3.9385, -3.0872, 0.3752], [-2.7070, -3.6786, 0.3197], [-1.5698, -2.8690, 0.1560], [-1.6542, -1.5636, 0.0555], [-2.8581, -0.9586, 0.1128], [-2.8350, 0.4703, -0.0238], [-1.6960, 1.1247, -0.1660], [-6.1892, 0.9560, 0.1492], [-4.8329, -3.6823, 0.5000], [-2.5965, -4.7502, 0.4038], [-0.5778, -3.3054, 0.1244], [2.6304, -0.2024, 2.4449], [1.1308, 0.0877, 2.7551], [0.6960, 0.2184, 4.0069], [-0.6664, 0.4723, 3.9946], [-1.0013, 0.4880, 2.6560], [0.0953, 0.2541, 1.9152], [2.9367, -0.1886, 0.8965], [4.1981, -0.3048, 0.4899], [4.2617, -0.1904, -0.8897], [2.9510, 0.0033, -1.2641], [2.1536, 0.0104, -0.1855], [2.9125, -1.2956, 2.8561], [3.2835, 0.6760, 2.9371], [1.3917, 0.1236, 4.8237], [-1.3167, 0.6319, 4.8352], [-1.9568, 0.6712, 2.1996], [4.9750, -0.4439, 1.2229], [5.1323, -0.2307, -1.5184], [2.5417, 0.1481, -2.2414], [-2.2484, 0.0757, -4.4048], [-1.9433, 0.0879, -2.9035], [-0.1719, 0.1306, -2.4586], [0.4151, -1.3625, -3.3378], [1.8064, -1.9726, -3.2430], [0.3227, 1.7176, -3.2135], [1.6881, 2.3706, -3.0490], [-3.3304, 0.0641, -4.5320], [-1.8600, -0.8051, -4.9127], [-1.8807, 0.9649, -4.9140], [-2.3747, -0.7955, -2.4319], [-2.3997, 0.9609, -2.4409], [0.1876, -1.1320, -4.3827], [-0.3280, -2.1069, -3.0315], [2.5777, -1.3315, -3.6654], [1.8071, -2.8944, -3.8243], [2.0823, -2.2236, -2.2201], [-0.4500, 2.3908, -2.8267], [0.1019, 1.5770, -4.2756], [1.9489, 2.5225, -2.0028], [1.6520, 3.3491, -3.5264], [2.4856, 1.8107, -3.5351]], "forces_ev_per_a": [[0.01, 1.05, -0.13], [0.03, 0.01, 0.00], [-0.06, 0.02, 0.01], [0.00, 0.01, 0.00], [0.07, -0.01, -0.01], [-0.03, -0.01, 0.00], [-0.06, 0.06, 0.01], [-0.04, -0.01, 0.00], [0.04, -0.01, 0.02], [-0.20, -0.01, 0.08], [0.11, -0.51, -0.03], [0.12, 0.14, 0.01], [-0.08, -0.20, 0.00], [0.04, -0.19, -0.04], [0.00, 0.00, 0.00], [0.00, 0.00, 0.00], [0.00, 0.00, 0.00], [0.01, 0.00, -0.03], [-0.14, -0.06, -0.09], [0.08, 0.03, -0.01], [-0.04, -0.01, 0.02], [0.07, -0.02, 0.03], [-0.09, 0.05, -0.08], [0.02, -0.01, 0.18], [-0.02, 0.04, 0.02], [0.01, 0.02, 0.02], [-0.01, 0.00, 0.05], [-0.05, 0.14, -0.05], [0.13, -0.41, 0.10], [0.00, -0.03, 0.00], [0.04, -0.02, 0.02], [-0.01, 0.01, 0.01], [0.00, 0.00, 0.00], [0.04, 0.01, 0.00], [0.02, 0.00, -0.02], [0.01, 0.00, -0.01], [0.01, 0.05, 0.01], [-0.01, -0.01, -0.01], [-0.01, -0.01, -0.01], [0.06, 0.00, -0.02], [-0.07, 0.03, -0.13], [0.01, -0.08, 0.01], [-0.07, -0.02, -0.11], [0.03, -0.03, 0.05], [0.00, 0.01, 0.02], [0.01, -0.01, 0.01], [0.02, 0.00, 0.00], [0.01, 0.01, 0.04], [0.00, 0.01, 0.03], [0.02, -0.03, 0.00], [0.00, 0.01, 0.02], [-0.01, -0.01, -0.01], [-0.01, -0.01, 0.01], [-0.01, 0.00, -0.03], [0.00, -0.01, 0.01], [0.00, 0.04, 0.00], [0.01, -0.02, 0.02], [0.00, 0.00, 0.02], [0.00, -0.02, 0.00]]}

***

Electronic energy values, unit hartree, following the record order: -697.32057; -771.38415; -6815.17108.